# 1
C4H8O3 | ωB97M-V with the def2-TZVPD basis set

```
15
Properties=species:S:1:pos:R:3:forces:R:3:mulliken_charge:R:1
C 0.91771 0.12353 -0.59715 -0.363 0.713 -0.021 -1.123
C 0.35691 -0.40413 0.72800 -0.325 0.121 -0.275 0.438
O 1.26129 -0.18207 1.79166 0.027 -0.078 0.187 -0.550
C -0.96641 0.37648 0.87840 -0.062 0.012 0.338 -0.555
O -1.21052 1.08163 -0.33581 -0.228 0.017 0.024 -0.406
C -0.47694 0.49170 -1.33829 1.523 0.548 0.515 0.095
O -0.96378 -0.75810 -1.75439 0.817 -0.111 0.036 -0.496
H 1.45116 1.05934 -0.47851 0.174 0.151 0.409 0.301
H -0.03682 -1.03968 -1.67132 -1.082 -2.248 -1.051 0.336
H 1.66437 -0.60684 -0.99645 -0.877 0.482 -0.379 0.389
H 0.14866 -1.48353 0.64418 0.065 0.288 -0.031 0.266
H 0.95556 -0.69546 2.55090 0.146 0.151 -0.121 0.329
H -0.84776 1.12648 1.66191 -0.095 -0.088 0.063 0.340
H -1.81452 -0.27869 1.10128 0.101 0.070 0.014 0.261
H -0.43891 1.18936 -2.18442 0.179 -0.027 0.291 0.374
```
Forces are in eV/Å.

The spin multiplicity is 1. As for the SMILES: O[C@H]1CO[C@H](O)C1. As for the energy above the lowest of the compared OMol25 structures with the same formula, charge and spin: 52.7 kcal/mol. Its total energy is -382.8808 a.u. The calculation puts the HOMO energy at -0.374 hartree.

=====

# 2
C34H31ClN4O11P | ωB97M-V with the def2-TZVPD basis set

```
82
Properties=species:S:1:pos:R:3:forces:R:3:mulliken_charge:R:1
N 2.33454 -5.58563 3.22374 -0.352 -0.003 -0.063 -0.893
N 2.25957 -4.30406 2.61728 -0.567 -0.713 -0.322 0.244
C 1.96520 -4.35712 1.13021 0.052 0.413 0.100 -0.730
C 2.05581 -2.98166 0.50636 0.061 0.000 0.013 -0.468
C 1.21290 -1.96483 1.28625 0.290 0.126 -0.343 -0.557
N 1.34397 -2.13689 2.75828 -0.240 -0.076 -0.131 -0.177
C 1.37016 -3.47380 3.19033 0.444 0.499 0.109 0.359
N 0.53199 -3.83317 4.12193 -0.064 0.154 0.189 -0.200
P -0.64791 -2.71639 4.93579 -0.006 -0.063 0.103 0.387
O -1.51984 -3.89875 5.59395 0.388 0.053 0.043 -0.489
Cl -1.81379 -2.26065 3.32057 -0.036 -0.016 -0.206 -0.159
H 3.15679 -6.04000 2.84082 0.119 0.072 0.166 0.319
H 1.54586 -6.15805 2.91055 0.045 0.000 -0.136 0.308
H 0.93587 -4.73023 1.04484 0.149 -0.273 -0.117 0.292
H 2.65349 -5.07742 0.69719 -0.024 0.031 0.008 0.439
H 1.69888 -3.05553 -0.52369 0.025 0.081 0.047 0.382
H 3.09878 -2.66450 0.44058 -0.070 0.006 0.104 0.302
H 1.56244 -0.95456 1.06894 -0.193 -0.012 0.026 0.397
H 0.15964 -1.99093 1.00162 0.007 -0.182 0.192 0.220
H 2.22905 -1.71659 3.02890 -0.001 -0.038 0.169 0.298
H 0.60598 -4.77444 4.49727 0.168 -0.046 -0.053 0.366
H -1.84813 -4.57524 4.98600 -0.237 0.008 0.031 0.347
C 2.14519 0.14249 -2.69253 0.009 0.003 -0.017 -0.491
C 1.74571 1.40386 -2.81440 0.005 0.009 -0.002 -0.318
C 2.44498 2.50045 -2.09870 -0.029 -0.091 0.146 0.511
O 2.03864 3.64080 -2.14346 0.003 0.058 -0.181 -0.586
C 3.62947 2.14690 -1.27714 0.002 -0.004 0.006 -0.252
C 4.02751 0.88484 -1.15606 0.013 0.009 -0.006 -0.482
C 3.30254 -0.21367 -1.83719 -0.051 0.016 0.069 0.425
O 3.62191 -1.37366 -1.66733 -0.001 -0.072 0.009 -0.633
H 1.63907 -0.68002 -3.18187 0.028 -0.009 -0.016 0.443
H 0.88585 1.68785 -3.40756 0.012 0.020 -0.011 0.463
H 4.12114 2.96790 -0.77112 0.000 0.019 -0.027 0.454
H 4.87267 0.59498 -0.54466 0.017 -0.016 -0.029 0.456
C 0.39453 3.91385 0.69365 -0.002 -0.175 -0.011 0.083
C 0.03625 5.05365 1.27704 0.009 -0.035 0.065 -0.369
C -0.57987 5.05604 2.62895 0.021 0.007 -0.031 0.210
O -0.91915 6.08625 3.16637 -0.018 -0.002 0.009 -0.561
C -0.77787 3.74180 3.30145 0.043 -0.013 0.018 -0.430
C -0.41428 2.60631 2.71147 0.002 -0.012 -0.023 -0.426
C 0.20392 2.60834 1.36615 -0.005 0.060 0.021 0.377
O 0.55012 1.56903 0.82733 0.064 -0.056 0.015 -0.479
H 0.83424 3.86473 -0.29235 -0.051 0.170 0.000 0.206
H 0.16515 6.01672 0.80177 -0.046 -0.004 -0.020 0.455
H -1.23896 3.76740 4.27934 -0.030 0.031 -0.012 0.406
H -0.55243 1.63910 3.17903 -0.007 -0.015 -0.004 0.529
C 0.51520 -7.92672 -3.23767 0.002 0.006 0.009 -0.349
C 0.59687 -7.95247 -1.91027 0.004 -0.003 -0.001 -0.454
C 1.78845 -7.42522 -1.20532 0.006 -0.071 -0.046 0.567
O 1.85780 -7.44208 0.01055 0.002 0.157 0.086 -0.574
C 2.89158 -6.87337 -2.02768 -0.010 0.005 0.012 -0.216
C 2.81394 -6.84487 -3.35502 -0.007 0.007 0.011 -0.425
C 1.61612 -7.36780 -4.06728 0.006 -0.007 0.030 0.300
O 1.54168 -7.33595 -5.27251 -0.007 0.012 -0.025 -0.511
H -0.34296 -8.30497 -3.77819 0.009 0.000 -0.016 0.417
H -0.18998 -8.35485 -1.28507 0.013 -0.009 0.012 0.417
H 3.75539 -6.50326 -1.48896 0.005 -0.021 0.005 0.423
H 3.60448 -6.44834 -3.97918 -0.008 -0.007 -0.017 0.431
C -0.44694 5.70602 -5.20867 -0.006 -0.005 0.014 -0.397
C -0.40110 5.32504 -3.93547 -0.006 -0.013 -0.013 -0.156
C -0.99394 6.16049 -2.86268 -0.001 0.060 -0.044 0.291
O -0.95233 5.81196 -1.70061 -0.002 -0.030 0.055 -0.425
C -1.63696 7.43783 -3.25955 -0.004 -0.004 0.000 -0.365
C -1.68377 7.81949 -4.53268 -0.002 -0.005 0.011 -0.411
C -1.09357 6.98284 -5.61010 0.008 -0.010 0.019 0.317
O -1.13611 7.32654 -6.76944 -0.005 0.007 -0.017 -0.534
H -0.02009 5.11856 -6.01172 -0.005 0.014 -0.014 0.421
H 0.07312 4.40839 -3.61009 0.032 0.018 0.027 0.409
H -2.05955 8.02855 -2.45673 0.007 -0.007 0.011 0.432
H -2.14692 8.74534 -4.84893 0.004 -0.002 -0.018 0.405
C -6.28330 1.32400 2.40307 0.014 -0.008 0.011 -0.387
C -5.40828 1.53957 3.38099 0.004 -0.002 -0.011 -0.439
C -4.47400 2.69189 3.33475 -0.007 0.071 -0.067 0.488
O -3.66598 2.88541 4.21831 0.027 -0.086 0.068 -0.530
C -4.55568 3.59953 2.16253 0.000 -0.012 -0.003 -0.288
C -5.42978 3.38410 1.18367 0.010 -0.001 0.003 -0.385
C -6.36238 2.22783 1.22493 0.005 0.020 0.007 0.307
O -7.15528 2.02631 0.33322 0.005 -0.019 -0.015 -0.532
H -6.97613 0.49219 2.41072 -0.017 0.011 -0.014 0.422
H -5.33145 0.89773 4.24948 0.001 0.017 0.017 0.445
H -3.86710 4.43570 2.15782 -0.006 0.007 0.023 0.466
H -5.50867 4.02908 0.31789 -0.017 -0.006 -0.005 0.443
```
Forces are in eV/Å.

Its total charge is +1. The spin multiplicity is 1. Its total energy is -3162.0646 a.u. The calculation puts the HOMO energy at -0.427 hartree.

=====

# 3
C9H11P | ωB97M-V with the def2-TZVPD basis set

```
21
Properties=species:S:1:pos:R:3:forces:R:3:mulliken_charge:R:1
C -0.91982 1.04391 0.94789 1.180 1.316 -0.549 -0.345
C -0.52274 0.01981 0.15009 -2.592 -0.684 1.307 0.520
C 0.75101 0.06351 -0.40423 3.714 -0.763 -5.107 0.208
C -2.25037 -1.75757 0.53973 0.271 -0.802 -1.601 -0.882
C 1.20836 -2.23544 -2.05867 -0.106 1.601 -0.972 -0.431
C -1.42931 -1.13208 -0.29005 0.750 2.324 -0.625 -0.352
C 0.90800 -0.92967 -2.11815 -0.413 0.847 2.423 -0.638
C 0.02788 2.24232 1.32049 0.149 -1.743 -2.341 -0.786
C 1.52061 2.01653 1.31461 2.398 -0.351 0.937 -0.793
P 2.15056 1.03175 -0.24628 -2.007 -0.064 0.969 -0.051
H -1.95566 1.31944 1.18570 0.294 -0.901 0.019 0.352
H -2.89410 -2.52698 0.17931 -0.485 -0.401 -0.486 0.282
H -2.23560 -1.73148 1.58607 0.288 0.732 1.376 0.329
H 1.39488 -2.91203 -2.87095 -0.236 0.354 -1.080 0.293
H 1.35131 -2.80501 -1.19421 0.122 -0.089 1.839 0.280
H -1.32655 -1.19887 -1.41983 -0.778 -0.660 1.685 0.347
H 0.64942 -0.32131 -3.04968 0.632 -0.905 1.528 0.334
H -0.01457 2.98083 0.54609 -1.291 0.927 -0.525 0.315
H -0.39598 2.54627 2.21909 -0.194 1.249 1.743 0.423
H 2.24015 2.96366 1.53263 -2.059 -1.979 -0.717 0.290
H 1.74252 1.32241 2.13035 0.362 -0.009 0.178 0.307
```
Forces are in eV/Å.

The spin multiplicity is 1. As for the energy above the lowest of the compared OMol25 structures with the same formula, charge and spin: 85.3 kcal/mol. Its total energy is -690.6843 a.u. The calculation puts the HOMO energy at -0.295 hartree.